Record 1
Entry from the Open Molecules 2025 dataset: an isolated molecule of C4H4N2O (ωB97M-V with the def2-TZVPD basis set).

Output
Total charge: 0
Spin multiplicity: 1
SMILES: O=Cc1cnc[nH]1

Each line ends with the natural charge from an NBO analysis.
Cartesian coordinates (Å):
O 1.37829 0.58924 -2.25003  -0.538
C 0.34712 0.11058 -1.82045  0.398
C -0.05124 0.08809 -0.42337  -0.072
C -1.12457 -0.56758 0.13109  -0.014
N -1.03978 -0.58905 1.48980  -0.458
C 0.07433 0.05742 1.76510  0.203
N 0.70780 0.49835 0.65348  -0.496
H -0.37462 -0.41568 -2.47748  0.124
H -1.94413 -1.02096 -0.41101  0.214
H 0.46490 0.21364 2.76373  0.204
H 1.56082 1.03542 0.60399  0.436

---

Record 2
Entry from the Open Molecules 2025 dataset: an isolated molecule of C4H4N2O (ωB97M-V with the def2-TZVPD basis set).

Output
Total charge: 0
Spin multiplicity: 1

Each line ends with the natural charge from an NBO analysis.
Cartesian coordinates (Å):
N -1.11499 -1.11946 -1.02817  -0.782
C -0.65013 -0.41440 0.03873  0.609
C -0.74016 0.97661 0.07192  -0.406
C 0.48867 1.57905 0.20040  -0.171
C 1.46842 0.67746 0.79902  -0.082
N 1.26498 -0.47411 1.36793  -0.071
O 0.07771 -1.09257 0.91653  -0.332
H -0.67603 -2.02142 -1.13200  0.395
H -1.65100 1.42863 -0.31531  0.217
H -0.94974 -0.58334 -1.87180  0.407
H 2.48227 1.04355 0.95274  0.215

---

Record 3
Entry from the Open Molecules 2025 dataset: an isolated molecule of C4H4N2O in a non-equilibrium geometry (ωB97M-V with the def2-TZVPD basis set).

Output
Total charge: 0
Spin multiplicity: 1
SMILES: N#CCOCC#N

Each line ends with the natural charge from an NBO analysis.
Cartesian coordinates (Å):
N -1.32433 0.49998 2.59349  -0.285
C -0.89278 0.78284 1.55841  0.232
C -0.36935 1.12415 0.21880  -0.176
O 0.91540 0.61821 -0.03740  -0.483
C 0.97548 -0.76419 -0.32359  -0.173
C 0.00955 -1.23320 -1.32875  0.225
N -0.72185 -1.67618 -2.10792  -0.278
H -0.31848 2.20993 0.10030  0.243
H -1.08538 0.73675 -0.53456  0.226
H 1.97618 -0.93460 -0.72129  0.244
H 0.83555 -1.36368 0.58251  0.224

---

Record 4
Entry from the Open Molecules 2025 dataset: an isolated molecule of C4H4N2O (ωB97M-V with the def2-TZVPD basis set).

Output
Total charge: 0
Spin multiplicity: 1

Each line ends with the natural charge from an NBO analysis.
Cartesian coordinates (Å):
N 2.41252 0.18896 0.02360  -0.665
C 1.53444 -0.66031 0.02883  0.537
C 0.67019 -1.72167 0.03799  -0.195
N -0.19890 -0.72816 0.01011  -0.236
C -1.32986 -0.09696 -0.01358  -0.193
C -1.22133 1.36138 -0.03803  0.375
O -0.15888 1.96281 -0.03761  -0.578
H 2.13239 1.16682 0.00361  0.427
H 0.64382 -2.80121 0.05772  0.220
H -2.30528 -0.58973 -0.01543  0.193
H -2.17912 1.91808 -0.05721  0.116

---

Record 5
Entry from the Open Molecules 2025 dataset: an isolated molecule of C4H4N2O (ωB97M-V with the def2-TZVPD basis set).

Output
Total charge: 0
Spin multiplicity: 1

Each line ends with the natural charge from an NBO analysis.
Cartesian coordinates (Å):
O -2.72476 -0.95444 -0.05731  -0.495
C -2.31936 0.18488 -0.02034  0.326
C -1.00727 0.52758 0.50580  -0.028
C 0.15569 0.86593 0.01257  0.165
N 1.38051 0.89128 -0.27944  -0.532
C 1.93684 -0.39531 -0.11530  0.259
N 1.22260 -1.40122 0.17952  -0.665
H -2.94117 1.05050 -0.31707  0.137
H -0.51497 1.87023 0.07682  0.309
H 3.01675 -0.40490 -0.26637  0.168
H 1.79513 -2.23453 0.28111  0.356

---

Record 6
Entry from the Open Molecules 2025 dataset: an isolated molecule of C4H4N2O in a non-equilibrium geometry (ωB97M-V with the def2-TZVPD basis set).

Output
Total charge: 0
Spin multiplicity: 1
SMILES: N#C[C@H]1CC=NO1

Each line ends with the natural charge from an NBO analysis.
Cartesian coordinates (Å):
N 2.70894 -0.76642 -0.62962  -0.269
C 1.85016 -0.17322 0.10454  0.214
C 0.52917 0.08088 0.77906  -0.027
C -0.37134 0.73667 -0.10751  -0.508
C -1.08050 -0.30790 -0.79619  0.025
N -1.01995 -1.41796 -0.16985  -0.059
O -0.25005 -1.00458 0.87237  -0.388
H 0.65418 0.19259 1.94920  0.275
H -0.04581 1.56327 -0.81561  0.252
H -1.18586 1.34707 0.52476  0.257
H -1.78892 -0.25041 -1.71114  0.227

---

Record 7
Entry from the Open Molecules 2025 dataset: an isolated molecule of C4H4N2O in a non-equilibrium geometry (ωB97M-V with the def2-TZVPD basis set).

Output
Total charge: 0
Spin multiplicity: 1
SMILES: N#CCOC=C=N

Each line ends with the natural charge from an NBO analysis.
Cartesian coordinates (Å):
N 2.04681 -1.01673 0.57649  -0.309
C 1.19609 -0.35769 1.00089  0.251
C 0.06950 0.47751 1.47328  -0.159
O -1.09098 0.26000 0.70349  -0.486
C -0.90764 0.57338 -0.63752  -0.136
C -0.62457 -0.39257 -1.48638  0.378
N -0.45422 -1.32457 -2.26423  -0.582
H 0.38335 1.53125 1.45066  0.211
H -0.17972 0.21111 2.50358  0.236
H -0.96855 1.61557 -0.93446  0.211
H 0.52993 -1.57725 -2.38580  0.386

---

Record 8
Entry from the Open Molecules 2025 dataset: an isolated molecule of C4H4N2O (ωB97M-V with the def2-TZVPD basis set).

Output
Total charge: 0
Spin multiplicity: 1

Each line ends with the natural charge from an NBO analysis.
Cartesian coordinates (Å):
O 1.78357 -0.34244 0.71212  -0.564
C 1.41402 -0.90608 -0.32999  0.516
C 1.14144 1.53391 0.08120  0.165
C -0.18167 1.39482 0.22605  -0.367
N -1.08556 0.33502 0.36063  -0.551
C -0.88652 -0.93998 -0.04311  0.338
N 0.19154 -1.47123 -0.51008  -0.551
H 2.10615 -1.04166 -1.17253  0.150
H -0.64070 2.38698 0.18748  0.262
H -2.04880 0.59427 0.51853  0.413
H -1.79348 -1.54361 -0.03029  0.188

---

Record 9
Entry from the Open Molecules 2025 dataset: an isolated molecule of C4H4N2O2 in a non-equilibrium geometry (ωB97M-V with the def2-TZVPD basis set).

Output
Total charge: 0
Spin multiplicity: 1
SMILES: O/N=c1/cccno1

Each line ends with the natural charge from an NBO analysis.
Cartesian coordinates (Å):
O -3.17948 -0.48041 0.04340  -0.517
N -2.11585 0.50054 -0.07935  -0.174
C -0.89139 0.11894 0.09968  0.418
C 0.25288 1.19252 -0.00583  -0.198
C 1.49954 0.84857 -0.06712  -0.247
C 1.83082 -0.72092 -0.08630  0.018
N 0.92284 -1.63674 0.03571  -0.057
O -0.52986 -1.24569 -0.13047  -0.412
H -2.68544 -1.22428 -0.09729  0.456
H -0.32741 2.06413 -0.20448  0.252
H 2.37461 1.49223 0.19946  0.237
H 2.84873 -0.90890 0.29257  0.226

---

Record 10
Entry from the Open Molecules 2025 dataset: a cluster of 2 separate species, C4H4N2O2 in total in a non-equilibrium geometry (ωB97M-V with the def2-TZVPD basis set).

Output
Total charge: 0
Spin multiplicity: 1

Each line ends with the natural charge from an NBO analysis.
Cartesian coordinates (Å):
C 1.45530 0.05861 -0.04464  0.186
C 0.09330 0.10655 -0.05249  -0.063
C -2.17483 -0.47653 -0.07158  0.761
C -0.77819 1.27864 -0.02374  0.132
H 3.46141 -0.37471 0.65839  0.487
H 2.28896 0.98540 0.12163  0.167
H -0.47143 -1.83162 0.13432  0.404
H -0.28698 2.22129 -0.21976  0.208
N -0.82487 -0.96792 -0.40058  -0.636
N -2.00761 0.95955 -0.12596  -0.458
O 2.46022 -0.88084 -0.10224  -0.655
O -3.21529 -1.07841 0.12665  -0.532

---

Record 11
Entry from the Open Molecules 2025 dataset: an isolated molecule of C4H4N2O2 in a non-equilibrium geometry (ωB97M-V with the def2-TZVPD basis set).

Output
Total charge: 0
Spin multiplicity: 1

Each line ends with the natural charge from an NBO analysis.
Cartesian coordinates (Å):
N -1.14641 -1.00521 0.22221  -0.647
C -0.40123 -0.71223 1.34871  0.713
C 0.36289 1.32592 0.20819  0.214
C -0.29594 -0.39606 -0.71269  0.499
C 0.71626 -0.02053 0.56051  -0.462
O 1.44845 2.02723 -0.10160  -0.651
N -0.12053 -0.46670 -1.94606  -0.651
O -0.59633 -0.90247 2.51165  -0.535
H 1.18378 2.90639 -0.40818  0.500
H -2.09340 -1.34892 0.13232  0.417
H -0.80455 -1.03575 -2.44019  0.361
H 1.74699 -0.37168 0.62514  0.242

---

Record 12
Entry from the Open Molecules 2025 dataset: an isolated molecule of C4H4N2O2 in a non-equilibrium geometry (ωB97M-V with the def2-TZVPD basis set).

Output
Total charge: 0
Spin multiplicity: 1
SMILES: C=C1NC(=O)C(=O)N1

Each line ends with the natural charge from an NBO analysis.
Cartesian coordinates (Å):
C 0.39521 -0.11402 -1.97877  -0.518
C 0.28068 -0.05858 -0.66751  0.346
N 1.07525 0.44646 0.39730  -0.650
C 0.37565 0.48729 1.64636  0.588
O 0.48854 1.12677 2.64842  -0.489
C -0.98483 -0.25542 1.31262  0.586
O -1.85111 -0.41328 2.08799  -0.505
N -0.85876 -0.56856 -0.05042  -0.631
H -0.57298 -0.56184 -2.38267  0.207
H 1.26013 0.09073 -2.51864  0.225
H 2.08420 0.38160 0.22908  0.425
H -1.69197 -0.56115 -0.72375  0.415

---

no.,Kohn-Sham gap (eV),LUMO energy (eV)
1,9.86,0.314
2,7.81,-0.247
3,12.35,0.505
4,8.42,0.027
5,9.31,-0.113
6,10.46,0.373
7,9.96,0.666
8,9.53,0.061
9,9.07,-0.412
10,7.70,-1.376
11,9.58,0.606
12,9.53,0.226